54
Properties=species:S:1:pos:R:3:forces:R:3:mulliken_charge:R:1 method="wB97M-V/def2-TZVPD" e_above_lowest_kj_mol=49.7 multiplicity=1 lumo_ev=0.398 smiles="CCn1c(SCC(=O)Nc2ccc(N3CCOCC3)cc2)nnc1-c1ccncc1" homo_lumo_gap_ev=7.8
C 1.818 2.374 -1.425 0.1528 0.0515 0.1299 -0.73
C 2.770 2.544 -0.244 -0.2936 0.4766 -0.4989 -0.85
N 2.897 1.304 0.481 0.1278 -0.7790 0.4675 0.13
C 3.753 0.283 0.189 0.1890 0.1741 0.0307 0.58
S 5.006 0.395 -1.020 0.2216 -0.0898 -0.1049 -0.20
C 4.651 -1.172 -1.904 -0.1404 0.3460 0.1921 -0.69
C 3.183 -1.129 -2.305 0.3352 -0.3097 0.0568 0.33
O 2.807 -0.481 -3.261 -0.0903 0.1375 -0.2279 -0.63
N 2.383 -1.817 -1.457 0.0511 -0.4613 0.0751 -0.11
C 0.984 -1.763 -1.358 -0.2962 0.0372 0.0123 0.09
C 0.395 -2.311 -0.224 0.1654 0.0690 -0.2470 -0.76
C -0.972 -2.259 -0.039 -0.2135 0.0128 -0.0296 -0.22
C -1.809 -1.659 -0.987 0.3829 -0.0701 -0.1060 1.21
N -3.193 -1.644 -0.873 -0.4054 -0.1865 -0.0764 -0.06
C -3.856 -2.328 0.218 0.0068 0.1577 0.3171 -1.02
C -3.987 -1.415 1.443 0.0232 -0.3425 -0.0856 -0.03
O -4.679 -0.230 1.109 -0.1234 -0.0155 0.0669 -0.42
C -4.054 0.452 0.044 0.0511 0.0772 -0.4152 -0.21
C -3.930 -0.438 -1.201 -0.0570 0.3664 0.2852 -0.84
C -1.198 -1.128 -2.131 -0.1106 -0.0018 0.2015 -0.50
C 0.167 -1.174 -2.317 0.1171 0.0741 -0.0611 -0.91
N 3.459 -0.780 0.891 0.8898 -0.0968 -0.3283 -0.59
N 2.392 -0.488 1.640 -0.8889 0.0834 0.6845 -0.47
C 2.050 0.753 1.405 0.3377 -0.0478 -0.2110 0.78
C 0.936 1.435 2.049 -0.4004 0.2684 0.2354 -0.03
C -0.314 0.821 2.097 0.2148 0.1500 0.0130 -0.22
C -1.347 1.487 2.736 -0.0079 -0.2705 -0.1196 -0.26
N -1.211 2.676 3.298 -0.4039 0.2529 0.2506 -0.66
C -0.022 3.251 3.262 0.2996 0.1516 -0.0347 -0.57
C 1.086 2.679 2.658 -0.1185 -0.1720 -0.0684 -0.40
H 1.716 3.320 -1.950 -0.0551 0.1195 -0.0788 0.45
H 2.195 1.631 -2.124 0.0367 -0.0660 -0.0400 0.13
H 0.836 2.057 -1.079 -0.0833 -0.0104 0.0277 0.19
H 2.395 3.312 0.435 0.1652 -0.0891 -0.0581 0.35
H 3.764 2.831 -0.594 -0.1430 0.0391 0.1310 0.49
H 4.910 -2.004 -1.253 0.0024 -0.0159 -0.0827 0.33
H 5.290 -1.144 -2.784 -0.0838 -0.0628 0.0091 0.46
H 2.825 -2.246 -0.651 0.0682 0.2423 -0.2395 0.37
H 1.017 -2.758 0.539 0.0615 -0.0398 0.0940 0.23
H -1.375 -2.688 0.864 -0.0609 -0.0151 0.0718 0.13
H -3.330 -3.250 0.466 -0.0394 -0.0232 -0.0020 0.48
H -4.861 -2.589 -0.130 0.0565 -0.0402 0.0886 0.39
H -4.571 -1.893 2.231 0.1006 -0.0211 -0.0029 0.40
H -2.987 -1.166 1.832 -0.0477 -0.0277 0.0057 -0.03
H -4.676 1.325 -0.159 0.0915 0.0124 -0.0245 0.42
H -3.048 0.785 0.348 -0.0737 -0.0048 -0.0358 0.02
H -3.437 0.118 -1.995 -0.0587 -0.0244 -0.0179 0.37
H -4.929 -0.731 -1.540 0.0450 0.0869 -0.0358 0.33
H -1.803 -0.691 -2.910 -0.0677 0.0104 -0.0759 0.46
H 0.602 -0.756 -3.209 0.0237 -0.0025 -0.0323 0.50
H -0.451 -0.148 1.641 -0.0590 -0.0965 -0.0549 0.37
H -2.337 1.056 2.807 -0.0626 -0.1443 -0.0716 0.46
H 0.046 4.216 3.746 0.0994 0.0805 0.0243 0.38
H 2.045 3.174 2.690 0.0686 0.0496 -0.0035 0.56